Record 1
Computed, not measured: a molecular structure, C22H49GdN2P3SSe in a non-equilibrium geometry, with ωB97M-V/def2-TZVPD.

```
79
Properties=species:S:1:pos:R:3:lowdin_spin:R:1
Gd 0.092 -0.058 -0.027 5.440
P 1.170 -0.948 2.126 -0.020
P 1.589 2.066 0.002 -0.007
P -1.339 -2.209 -0.320 -0.008
H 1.747 0.121 -2.199 0.015
C 0.734 -0.329 -2.183 0.145
C -0.416 0.459 -2.236 0.336
H -0.361 1.553 -2.361 0.019
C 2.587 -1.873 1.594 0.003
C 1.711 0.310 3.229 -0.006
C 0.145 -2.022 3.067 -0.006
C 1.433 2.977 -1.511 -0.002
C 1.457 3.223 1.314 -0.003
C 3.237 1.371 -0.009 0.002
C -2.118 -2.239 -1.912 -0.001
C -2.564 -2.583 0.878 -0.003
C -0.113 -3.506 -0.348 0.000
H 0.696 -1.429 -2.315 0.014
H -1.401 0.024 -2.476 0.021
H 2.985 -2.208 2.550 0.000
H 3.315 -1.254 1.066 0.001
H 2.315 -2.724 0.966 0.001
H 2.157 -0.310 4.003 -0.001
H 0.862 0.877 3.616 0.000
H 2.447 0.982 2.793 0.000
H 0.836 -2.267 3.870 -0.002
H -0.155 -2.916 2.524 0.000
H -0.731 -1.493 3.447 0.000
H 2.222 3.713 -1.370 -0.001
H 0.451 3.451 -1.579 0.000
H 1.616 2.368 -2.397 0.000
H 2.434 3.697 1.267 -0.001
H 1.274 2.772 2.289 0.000
H 0.659 3.920 1.058 0.000
H 3.835 2.259 -0.220 0.000
H 3.377 0.615 -0.793 0.001
H 3.506 0.947 0.961 0.000
H -2.520 -3.249 -1.899 0.000
H -1.413 -2.103 -2.733 0.000
H -2.913 -1.491 -1.973 0.000
H -2.837 -3.587 0.564 -0.001
H -3.398 -1.888 0.777 0.000
H -2.178 -2.565 1.895 0.000
H -0.723 -4.358 -0.651 0.000
H 0.329 -3.678 0.636 0.000
H 0.682 -3.316 -1.080 0.001
C 4.618 -3.085 -3.272 0.163
C 3.781 -2.171 -3.942 0.079
C 3.793 -2.093 -5.337 0.028
C 4.639 -2.922 -6.088 0.190
C 5.476 -3.835 -5.427 0.011
C 5.468 -3.917 -4.034 0.089
Se 4.663 -3.261 -1.377 0.418
H 3.615 -2.186 -1.147 0.017
H 3.121 -1.523 -3.364 0.002
H 3.138 -1.379 -5.844 -0.001
H 4.647 -2.858 -7.177 0.008
H 6.139 -4.485 -6.001 -0.002
H 6.120 -4.628 -3.524 0.001
C -3.567 4.705 3.644 0.000
C -3.549 4.325 2.198 0.001
N -2.679 3.190 2.037 0.008
C -3.019 2.010 1.495 0.014
S -1.741 1.158 0.848 0.033
N -4.205 1.394 1.375 0.002
C -5.351 1.602 2.219 0.001
C -6.506 2.004 1.358 0.000
H -3.911 3.882 4.275 0.000
H -4.245 5.544 3.768 0.000
H -2.575 5.009 3.986 0.000
H -4.521 4.034 1.803 0.000
H -3.159 5.133 1.577 0.000
H -1.663 3.356 2.143 0.001
H -4.213 0.558 0.765 0.000
H -5.551 0.667 2.743 0.000
H -5.066 2.349 2.956 0.000
H -6.767 1.214 0.651 0.000
H -7.362 2.188 2.000 0.000
H -6.292 2.915 0.793 0.000
```

Calculated values
- Total charge: +3
- Lowest unoccupied orbital energy (spin up / spin down): -7.6 / -11.5 eV
- Expectation value of S²: 15.8906
- Energy: -151438.760 eV
- Multiplicity: 8
- Energy above the lowest of the compared OMol25 structures with the same formula, charge and spin: 319.9 kJ/mol


Record 2
Computed, not measured: 3 unconnected molecules or ions with the total composition C37H70N5O11 in a non-equilibrium geometry, with ωB97M-V/def2-TZVPD.

```
123
Properties=species:S:1:pos:R:3:lowdin_charge:R:1
C 9.271 -0.048 2.839 -0.061
C 8.214 0.257 1.795 -0.275
O 7.467 1.410 2.160 -0.139
C 6.184 1.440 1.564 -0.180
C 5.793 2.893 1.308 -0.128
O 5.917 3.253 -0.067 -0.114
C 4.709 3.247 -0.790 -0.133
C 4.077 1.868 -0.895 -0.021
C 4.748 0.913 -1.699 -0.070
C 6.005 1.296 -2.417 -0.078
C 5.689 1.880 -3.785 -0.211
O 4.712 1.575 -4.395 0.099
C 4.213 -0.378 -1.801 -0.048
C 4.860 -1.466 -2.633 -0.052
C 3.970 -2.035 -3.737 -0.418
C 3.097 -1.123 -4.549 -0.037
N 3.966 -3.266 -4.019 0.163
C 3.037 -0.710 -1.104 -0.147
N 2.616 -2.060 -1.178 -0.021
C 1.306 -2.335 -1.798 0.005
C 2.898 -2.867 -0.034 -0.465
C 3.473 -2.282 1.231 0.040
O 2.646 -4.030 -0.098 0.143
N 2.399 0.233 -0.369 0.118
C 1.140 -0.091 0.342 -0.097
C -0.120 0.329 -0.428 -0.111
C -1.329 -0.353 0.278 -0.066
C -2.011 -1.345 -0.620 -0.511
O -2.238 -2.466 -0.308 0.157
O -2.365 -0.866 -1.859 0.073
C 2.891 1.500 -0.255 -0.040
C 2.151 2.476 0.619 -0.142
O 2.574 2.239 1.948 -0.152
C 2.098 3.216 2.883 -0.226
C 1.136 2.602 3.898 -0.052
H 10.219 0.424 2.606 0.075
H 8.944 0.233 3.834 0.081
H 9.459 -1.120 2.832 0.075
H 8.689 0.441 0.827 0.121
H 7.558 -0.610 1.691 0.109
H 6.264 0.958 0.588 0.108
H 5.458 0.925 2.199 0.129
H 6.521 3.501 1.838 0.139
H 4.817 3.143 1.715 0.108
H 4.964 3.558 -1.799 0.134
H 4.042 4.013 -0.402 0.129
H 6.553 2.056 -1.869 0.117
H 6.696 0.465 -2.511 0.130
H 6.411 2.623 -4.152 0.139
H 5.127 -2.280 -1.963 0.127
H 5.782 -1.136 -3.096 0.117
H 3.599 -0.883 -5.481 0.092
H 2.785 -0.225 -4.027 0.064
H 2.207 -1.689 -4.812 0.081
H 4.589 -3.796 -3.412 0.065
H 1.065 -1.495 -2.445 0.087
H 0.510 -2.415 -1.062 0.087
H 1.362 -3.217 -2.423 0.107
H 4.083 -1.393 1.074 0.075
H 4.075 -3.043 1.706 0.100
H 2.647 -1.991 1.873 0.093
H 1.060 -1.159 0.483 0.111
H 1.151 0.337 1.337 0.131
H -0.289 1.396 -0.373 0.110
H -0.075 -0.009 -1.452 0.094
H -2.066 0.385 0.588 0.141
H -1.010 -0.842 1.189 0.093
H -1.717 -1.174 -2.504 0.116
H 2.311 3.499 0.299 0.127
H 1.079 2.310 0.579 0.112
H 2.953 3.669 3.378 0.119
H 1.576 4.010 2.350 0.120
H 1.198 1.518 3.860 0.071
H 1.345 2.963 4.898 0.080
H 0.113 2.901 3.684 0.072
C -9.116 0.067 -5.172 -0.113
O -8.309 -0.797 -4.393 -0.195
C -7.232 -1.389 -5.107 -0.218
C -5.904 -0.872 -4.596 -0.215
N -5.712 0.528 -4.957 -0.047
C -4.562 1.158 -4.320 -0.201
C -4.585 1.315 -2.803 -0.243
O -5.563 2.219 -2.328 -0.177
C -6.850 1.667 -2.105 -0.094
H -9.964 0.364 -4.558 0.089
H -8.572 0.966 -5.480 0.080
H -9.496 -0.445 -6.061 0.089
H -7.330 -1.223 -6.183 0.123
H -7.278 -2.467 -4.929 0.122
H -5.095 -1.465 -5.033 0.122
H -5.889 -1.023 -3.508 0.108
H -6.543 1.047 -4.705 0.072
H -4.464 2.157 -4.752 0.119
H -3.660 0.603 -4.602 0.112
H -3.622 1.744 -2.508 0.113
H -4.664 0.353 -2.286 0.095
H -6.796 0.618 -1.801 0.090
H -7.485 1.756 -2.990 0.074
H -7.320 2.237 -1.304 0.088
C -1.612 -0.487 3.803 -0.126
O -2.817 -0.683 3.095 -0.205
C -3.160 -2.065 2.923 -0.201
C -4.383 -2.423 3.736 -0.208
N -4.090 -2.409 5.164 -0.051
C -5.264 -2.545 6.024 -0.196
C -6.299 -1.426 6.000 -0.224
O -5.834 -0.196 6.524 -0.174
C -5.177 0.652 5.605 -0.105
H -1.395 0.582 3.793 0.080
H -1.689 -0.817 4.842 0.088
H -0.775 -1.018 3.328 0.074
H -2.316 -2.713 3.177 0.130
H -3.387 -2.214 1.868 0.104
H -4.717 -3.423 3.451 0.129
H -5.177 -1.711 3.472 0.111
H -3.625 -1.541 5.394 0.067
H -4.899 -2.633 7.050 0.120
H -5.762 -3.489 5.786 0.120
H -7.120 -1.734 6.652 0.123
H -6.735 -1.279 5.005 0.112
H -5.571 0.539 4.591 0.088
H -4.096 0.478 5.598 0.069
H -5.341 1.680 5.928 0.088
```

Calculated values
- Total charge: +1
- Lowest unoccupied orbital energy: -4.1 eV
- Energy: -69466.290 eV
- Multiplicity: 1


Record 3
Computed, not measured: a molecular structure, C26H43InN6 in a non-equilibrium geometry, with ωB97M-V/def2-TZVPD.

```
76
Properties=species:S:1:pos:R:3:lowdin_charge:R:1
In 0.142 -0.041 0.949 1.091
C 1.055 -2.501 -1.640 -0.134
C 2.108 -2.449 -0.493 -0.168
N 2.017 -1.227 0.289 -0.126
C 3.045 -1.248 1.390 -0.141
C 2.326 -1.518 2.678 -0.171
N 1.140 -0.671 2.990 -0.104
C 0.266 -1.344 3.950 -0.212
C -1.026 -0.688 4.288 -0.169
C -2.173 -0.989 3.393 -0.152
N -2.014 -0.345 2.034 -0.085
C -2.835 -0.934 0.965 -0.182
C -2.054 -2.052 0.420 -0.243
N -0.955 -1.609 -0.407 -0.100
C -0.349 -2.792 -1.193 -0.145
H 1.310 -3.252 -2.391 0.131
H 1.103 -1.518 -2.181 0.129
H 3.120 -2.339 -0.938 0.146
H 2.094 -3.247 0.250 0.136
H 2.339 -0.466 -0.315 0.111
H 3.597 -0.268 1.385 0.135
H 3.884 -2.000 1.305 0.160
H 2.930 -1.532 3.551 0.130
H 1.801 -2.488 2.765 0.129
H 1.485 0.283 3.317 0.148
H 0.808 -1.432 4.893 0.144
H 0.095 -2.330 3.554 0.124
H -0.879 0.386 4.354 0.116
H -1.244 -1.022 5.352 0.165
H -3.107 -0.630 3.767 0.134
H -2.192 -2.055 3.197 0.123
H -2.310 0.596 2.207 0.102
H -2.948 -0.178 0.152 0.138
H -3.836 -1.261 1.290 0.152
H -2.572 -2.810 -0.216 0.153
H -1.658 -2.630 1.262 0.123
H -1.245 -0.996 -1.112 0.034
H -1.040 -2.943 -2.034 0.124
H -0.477 -3.666 -0.543 0.134
C 2.381 2.526 0.797 -0.243
C 2.190 2.310 -0.625 -0.230
C 0.868 2.192 -0.847 -0.217
C 0.147 2.133 0.503 -0.388
C 1.209 2.475 1.432 -0.311
C 0.835 2.866 2.839 -0.009
C -1.183 2.755 0.607 -0.066
C 0.274 2.162 -2.232 -0.016
C 3.179 2.532 -1.688 -0.028
C 3.605 2.897 1.462 -0.009
H 0.447 3.836 2.996 0.089
H 1.626 2.617 3.571 0.096
H 0.045 2.127 3.098 0.056
H -1.879 2.463 -0.146 0.074
H -1.153 3.864 0.538 0.131
H -1.629 2.591 1.563 0.059
H -0.756 2.458 -2.181 0.074
H 0.409 1.196 -2.686 0.048
H 0.837 2.892 -2.867 0.107
H 3.642 3.504 -1.621 0.093
H 2.831 2.346 -2.716 0.086
H 4.119 1.946 -1.596 0.098
H 4.051 1.984 1.879 0.083
H 3.445 3.414 2.368 0.075
H 4.388 3.290 0.775 0.113
N -4.556 -0.735 -7.847 0.195
C -4.051 -0.628 -6.844 -0.135
C -3.376 -0.564 -5.508 -0.176
C -2.086 -0.177 -5.455 -0.030
C -1.427 -0.348 -4.289 -0.116
N -2.024 -0.588 -3.081 0.057
C -3.325 -0.902 -3.179 -0.136
C -4.069 -0.893 -4.329 0.018
H -1.608 0.144 -6.381 0.145
H -0.349 -0.192 -4.304 0.106
H -3.758 -1.032 -2.158 0.116
H -5.049 -1.254 -4.329 0.113
```

Calculated values
- Total charge: +2
- Lowest unoccupied orbital energy: -5.3 eV
- Energy: -41758.673 eV
- Multiplicity: 1
- Energy above the lowest of the compared OMol25 structures with the same formula, charge and spin: 160.5 kJ/mol


Record 4
Computed, not measured: C5H8N2 in the gas phase, with ωB97M-V/def2-TZVPD.

```
15
Properties=species:S:1:pos:R:3:lowdin_charge:R:1
C -0.422 0.583 1.337 -0.097
C 0.969 0.820 0.712 -0.161
N 0.449 0.579 -0.653 -0.084
C -0.919 0.382 -0.117 -0.271
C -1.247 -1.020 -0.559 -0.120
N -0.318 -1.609 -1.193 0.071
C 0.823 -0.695 -1.279 -0.217
H -0.857 1.432 1.870 0.099
H 1.679 -1.151 -0.761 0.111
H -0.489 -0.314 1.962 0.105
H 1.758 0.120 1.020 0.107
H 1.347 1.841 0.828 0.104
H -1.663 1.113 -0.456 0.135
H -2.205 -1.508 -0.378 0.112
H 1.096 -0.572 -2.334 0.108
```

Calculated values
- Lowest unoccupied orbital energy: 1.1 eV
- Energy: -8293.367 eV
- Multiplicity: 1
- Energy above the lowest of the compared OMol25 structures with the same formula, charge and spin: 157.2 kJ/mol